{"formula": "C4H18N2O2", "method": "ωB97M-V/def2-TZVPD", "species": ["C", "C", "C", "C", "N", "N", "H", "H", "H", "H", "H", "H", "H", "H", "H", "H", "H", "H", "H", "H", "H", "H", "O", "H", "H", "O"], "coordinates": [[2.943, 0.728, 0.646], [1.712, 0.408, -0.187], [0.818, -0.692, 0.411], [-0.297, -0.107, 1.311], [-1.664, -0.578, 0.955], [2.174, 0.022, -1.637], [3.016, 0.129, 1.560], [3.981, 0.827, 0.313], [2.769, 1.730, 1.034], [1.165, 1.307, -0.432], [1.369, -1.517, 0.868], [0.417, -1.217, -0.468], [-0.035, -0.427, 2.321], [-0.268, 0.976, 1.343], [-1.817, -1.577, 0.835], [-2.377, -0.061, 1.486], [-1.814, -0.290, -0.027], [2.671, -0.861, -1.648], [2.884, 0.730, -1.866], [1.459, 0.174, -2.346], [-4.067, 2.162, 0.598], [-3.857, 0.815, -0.073], [-3.713, 1.278, 0.763], [-2.707, -0.744, -2.412], [-2.461, -2.083, -1.723], [-2.301, -1.132, -1.625]], "mulliken_charge": [-1.322, 0.067, -0.913, -0.792, -0.260, -0.338, 0.339, 0.444, 0.361, 0.449, 0.554, 0.405, 0.394, 0.443, 0.318, 0.409, 0.365, 0.337, 0.402, 0.336, 0.340, 0.308, -0.642, 0.307, 0.305, -0.616], "e_above_lowest_kj_mol": 85.9, "charge": 2}

---

{"formula": "C41H61N2O2Pd", "method": "ωB97M-V/def2-TZVPD", "species": ["Pd", "C", "N", "C", "C", "C", "N", "C", "C", "C", "C", "C", "C", "C", "O", "C", "C", "C", "C", "C", "C", "C", "C", "C", "C", "C", "C", "C", "C", "C", "O", "C", "C", "C", "C", "C", "C", "C", "C", "H", "H", "H", "H", "H", "H", "H", "H", "H", "H", "H", "H", "H", "H", "H", "H", "H", "H", "H", "H", "H", "H", "H", "H", "H", "H", "H", "H", "H", "H", "H", "H", "H", "H", "H", "H", "H", "H", "H", "H", "H", "H", "H", "H", "H", "H", "H", "H", "H", "H", "H", "H", "H", "H", "C", "C", "C", "C", "C", "C", "C", "H", "H", "H", "H", "H", "H", "H"], "coordinates": [[1.640, 0.454, 1.604], [-0.184, 1.181, 4.018], [0.741, 1.864, 3.101], [1.678, 2.655, 3.912], [-0.071, 2.799, 2.265], [0.581, 3.260, 0.960], [0.677, 2.204, -0.024], [-0.559, 1.934, -0.747], [-1.742, 1.425, 0.041], [-2.975, 2.035, -0.142], [-4.140, 1.540, 0.426], [-4.021, 0.355, 1.158], [-2.821, -0.299, 1.386], [-1.607, 0.265, 0.854], [-0.451, -0.239, 1.118], [-2.791, -1.669, 2.073], [-4.174, -2.105, 2.570], [-2.318, -2.698, 1.034], [-1.853, -1.719, 3.290], [-5.511, 2.184, 0.233], [-5.417, 3.524, -0.496], [-6.178, 2.440, 1.593], [-6.408, 1.250, -0.594], [1.847, 2.301, -0.903], [2.018, 1.085, -1.784], [1.863, 1.226, -3.149], [1.932, 0.142, -4.021], [2.071, -1.114, -3.443], [2.192, -1.325, -2.069], [2.281, -0.194, -1.221], [2.677, -0.322, 0.023], [2.297, -2.760, -1.526], [1.676, -2.911, -0.127], [3.775, -3.163, -1.460], [1.546, -3.755, -2.427], [1.810, 0.366, -5.526], [0.468, 1.044, -5.849], [2.956, 1.271, -6.004], [1.872, -0.942, -6.313], [-0.714, 1.910, 4.647], [0.380, 0.502, 4.657], [-0.898, 0.604, 3.436], [1.136, 3.449, 4.444], [2.446, 3.099, 3.282], [2.163, 2.022, 4.655], [-0.314, 3.672, 2.890], [-1.010, 2.303, 2.031], [1.589, 3.626, 1.173], [0.006, 4.122, 0.575], [-0.319, 1.182, -1.499], [-0.884, 2.840, -1.298], [-3.001, 2.927, -0.762], [-4.925, -0.078, 1.562], [-4.868, -2.282, 1.744], [-4.617, -1.364, 3.240], [-4.076, -3.042, 3.124], [-3.002, -2.720, 0.183], [-2.280, -3.700, 1.476], [-1.324, -2.443, 0.674], [-2.204, -1.038, 4.074], [-0.837, -1.455, 3.014], [-1.861, -2.731, 3.708], [-4.761, 4.219, 0.034], [-6.409, 3.977, -0.567], [-5.033, 3.403, -1.512], [-5.561, 3.104, 2.203], [-6.320, 1.515, 2.151], [-7.159, 2.906, 1.459], [-5.963, 1.061, -1.573], [-7.400, 1.690, -0.741], [-6.532, 0.288, -0.094], [2.723, 2.416, -0.255], [1.786, 3.198, -1.547], [1.684, 2.226, -3.533], [2.093, -1.978, -4.091], [2.268, -2.423, 0.641], [1.600, -3.976, 0.116], [0.680, -2.471, -0.096], [4.318, -2.477, -0.807], [4.235, -3.134, -2.451], [3.881, -4.176, -1.057], [0.491, -3.482, -2.500], [1.610, -4.751, -1.982], [1.952, -3.830, -3.437], [0.384, 2.014, -5.357], [-0.364, 0.425, -5.508], [0.366, 1.202, -6.927], [2.935, 2.232, -5.490], [2.878, 1.457, -7.080], [3.922, 0.806, -5.802], [1.057, -1.614, -6.038], [2.816, -1.467, -6.148], [1.789, -0.730, -7.382], [3.411, 0.433, 2.520], [3.691, -1.015, 2.747], [4.579, -1.731, 1.938], [4.775, -3.092, 2.119], [4.090, -3.776, 3.112], [3.210, -3.079, 3.934], [3.019, -1.720, 3.756], [4.200, 0.905, 1.931], [3.327, 0.919, 3.492], [5.093, -1.209, 1.141], [5.456, -3.627, 1.467], [4.235, -4.841, 3.242], [2.661, -3.600, 4.709], [2.321, -1.191, 4.396]], "mulliken_charge": [0.231, -0.773, 1.106, -1.626, -1.093, -1.291, 1.415, -0.796, -0.488, -0.237, -0.465, -0.084, -0.417, 0.200, 0.376, 2.770, -2.380, -1.253, -1.791, 1.933, -2.178, -1.636, -1.600, -1.091, 0.168, -0.516, -0.531, 0.132, -0.831, 0.617, -0.721, 2.755, -1.210, -1.443, -2.236, 2.293, -1.687, -1.735, -2.153, 0.326, 0.221, -0.084, 0.376, 0.375, 0.405, 0.483, 0.329, 0.385, 0.408, 0.362, -0.108, 0.432, 0.437, 0.401, 0.427, 0.445, 0.330, 0.466, -0.097, 0.306, 0.071, 0.587, 0.395, 0.447, 0.355, 0.356, 0.290, 0.456, 0.336, 0.460, 0.293, 0.399, 0.275, 0.328, 0.308, -0.546, 0.743, -0.214, 0.133, 0.240, 0.421, 0.401, 0.523, 0.420, 0.323, 0.362, 0.454, 0.313, 0.454, 0.370, 0.389, 0.369, 0.434, -1.903, 1.184, -0.349, -0.406, -0.550, -0.777, -0.043, 0.449, 0.592, 0.184, 0.380, 0.353, 0.404, 0.177], "e_above_lowest_kj_mol": 0.0, "charge": -1}

---

{"formula": "C3H10NO2", "method": "ωB97M-V/def2-TZVPD", "species": ["C", "C", "C", "O", "N", "H", "H", "H", "H", "H", "H", "H", "H", "H", "H", "O"], "coordinates": [[1.858, -0.030, 0.791], [0.737, 0.146, -0.228], [-0.569, -0.619, -0.044], [-1.444, -0.338, -1.090], [3.191, 0.397, -0.035], [1.854, -1.041, 1.243], [2.888, -0.594, -0.007], [1.136, -0.031, -1.232], [0.466, 1.212, -0.321], [-0.300, -1.692, -0.016], [-1.111, -0.381, 0.880], [1.696, 0.694, 1.590], [3.723, 0.772, 0.762], [-4.236, 0.341, 0.144], [-2.297, 0.027, -0.603], [-3.320, 0.383, 0.452]], "mulliken_charge": [-0.545, -0.469, -0.479, -0.608, -0.646, 0.257, 0.330, 0.276, 0.169, 0.192, 0.345, 0.366, 0.234, 0.145, 0.513, -1.079], "e_above_lowest_kj_mol": 275.6, "charge": -1}

---

{"formula": "C3H4N2", "method": "ωB97M-V/def2-TZVPD", "species": ["C", "C", "N", "C", "N", "H", "H", "H", "H"], "coordinates": [[-0.643, -1.006, 0.272], [0.193, -0.184, 0.960], [0.520, 0.821, 0.079], [-0.144, 0.553, -1.084], [-0.876, -0.529, -0.996], [-0.907, -2.003, 0.585], [0.558, -0.239, 1.974], [1.328, 1.416, 0.175], [-0.030, 1.170, -1.965]], "mulliken_charge": [-0.306, -0.257, -0.094, -0.124, -0.528, 0.347, 0.367, 0.237, 0.357], "e_above_lowest_kj_mol": 11.8, "smiles": "c1c[nH]cn1"}

---

Orbital gap values (in Eh) by entry order: 0.4377 0.2416 0.2590 0.3623.